Entry 1:
A cluster of 8 separate species, C18H54F2N4O11S2 in total, computed with the ωB97M-V functional and the def2-TZVPD basis.

Structure (XYZ):
```
91
Properties=species:S:1:pos:R:3
O 1.36 -1.33 -1.13
H 0.99 -2.22 -1.08
H 1.10 -0.98 -1.99
H 0.99 -0.77 -0.44
N 0.67 0.05 0.84
S 1.29 1.19 1.65
O 1.75 0.93 3.05
O 0.99 2.51 1.15
F 2.73 1.09 1.00
S -0.93 0.45 1.27
O -1.77 1.05 0.25
O -1.25 0.68 2.69
F -1.43 -1.07 1.08
C 1.04 -2.19 3.75
C 2.25 -2.09 2.89
O 1.94 -2.35 1.54
H 0.07 -1.91 3.35
H 1.33 -1.61 4.62
H 0.95 -3.25 3.96
H 2.90 -2.92 3.17
H 2.86 -1.19 3.00
H 1.35 -1.64 1.30
C -2.71 0.66 -4.46
C -3.45 0.37 -3.18
O -3.55 -1.00 -3.07
H -3.14 0.27 -5.38
H -1.64 0.45 -4.43
H -2.73 1.74 -4.60
H -4.52 0.56 -3.22
H -2.94 0.84 -2.34
H -4.16 -1.21 -2.36
C -5.90 -0.56 1.04
C -4.61 -0.78 0.18
O -4.93 -1.79 -0.74
H -6.41 -1.47 1.33
H -6.72 0.02 0.61
H -5.70 -0.07 1.99
H -3.80 -1.12 0.82
H -4.28 0.16 -0.28
H -5.25 -2.55 -0.26
C -0.07 -8.20 1.19
C -1.00 -7.05 0.92
C -0.40 -5.69 0.45
O -1.42 -4.64 0.27
C -2.02 -4.21 1.55
N -1.91 -7.55 -0.06
H 0.74 -7.83 1.83
H 0.23 -8.76 0.31
H -0.57 -8.94 1.81
H -1.48 -6.78 1.86
H -0.14 -5.76 -0.60
H 0.53 -5.45 0.97
H -1.37 -3.48 2.06
H -2.18 -4.96 2.32
H -2.97 -3.72 1.35
H -2.75 -7.01 0.10
H -1.63 -7.35 -1.01
C -0.19 3.17 -1.74
C 0.47 2.18 -2.72
C 1.40 2.86 -3.72
O 0.81 3.96 -4.42
C -0.05 3.73 -5.53
N 1.22 1.31 -1.83
H -0.95 2.84 -1.03
H -0.68 4.03 -2.19
H 0.59 3.62 -1.12
H -0.34 1.65 -3.23
H 1.79 2.16 -4.46
H 2.25 3.35 -3.25
H -0.26 4.77 -5.79
H -1.01 3.36 -5.16
H 0.31 2.96 -6.21
H 2.01 1.84 -1.48
H 0.58 1.15 -1.08
C 3.71 4.77 3.97
C 4.21 4.87 2.56
C 2.98 5.23 1.59
O 3.46 5.16 0.24
C 3.78 3.88 -0.29
N 5.25 5.86 2.54
H 3.64 5.75 4.45
H 4.43 4.08 4.40
H 2.81 4.19 4.14
H 4.65 3.93 2.26
H 2.62 6.23 1.83
H 2.13 4.58 1.76
H 2.88 3.27 -0.20
H 4.64 3.36 0.13
H 3.91 3.94 -1.37
H 4.82 6.74 2.30
H 5.82 5.61 1.75
```

## Properties
Kohn-Sham gap (spin up / spin down): 7.70 / 2.30 eV
total charge: +1
2S+1: 2
E_LUMO (spin up / spin down): -0.108 / -0.307 hartree



Entry 2:
A structure of composition C30H26Br2IrN4OSe2, computed with the ωB97M-V functional and the def2-TZVPD basis.

Structure (XYZ):
```
66
Properties=species:S:1:pos:R:3
Ir 0.34 1.11 0.10
Se 2.52 2.07 2.56
Se 2.72 0.62 0.70
C 2.77 1.44 -1.09
C 3.86 1.88 -1.80
C 3.65 2.25 -3.13
C 2.38 2.14 -3.68
C 1.34 1.68 -2.89
N 1.53 1.33 -1.62
C 0.68 1.61 2.98
C 0.37 1.76 4.32
C -0.92 1.52 4.76
C -1.86 1.08 3.84
C -1.48 0.93 2.53
N -0.24 1.20 2.08
H 4.84 1.93 -1.34
H 4.48 2.61 -3.73
H 2.20 2.42 -4.71
H 0.33 1.59 -3.28
H 1.14 2.06 5.02
H -1.18 1.65 5.80
H -2.88 0.86 4.13
H -2.19 0.58 1.78
Br -5.97 2.53 -1.52
C -4.21 2.10 -1.13
C -3.76 0.78 -1.23
C -2.44 0.51 -0.92
N -1.57 1.46 -0.54
C -2.00 2.74 -0.47
C -3.31 3.09 -0.75
C -0.94 3.71 -0.15
C -1.15 5.07 -0.14
C -0.08 5.94 0.06
Br -0.34 7.77 0.10
C 1.19 5.39 0.20
C 1.33 4.02 0.20
N 0.29 3.17 0.06
H -4.42 -0.01 -1.53
H -2.07 -0.50 -0.97
H -3.64 4.11 -0.68
H -2.14 5.48 -0.29
H 2.06 6.01 0.33
H 2.30 3.59 0.32
C 0.13 -7.68 0.28
C 0.20 -6.21 0.04
C 0.68 -5.66 -1.13
C 0.75 -4.24 -1.36
C 1.28 -3.80 -2.67
C 0.33 -3.34 -0.34
C 0.47 -1.91 -0.58
O 0.13 -1.02 0.22
C -0.18 -3.86 0.86
C -0.68 -3.04 2.00
C -0.22 -5.30 1.02
H 0.48 -8.24 -0.58
H -0.90 -7.97 0.50
H 0.73 -7.95 1.14
H 1.02 -6.31 -1.93
H 1.43 -4.64 -3.34
H 2.25 -3.31 -2.54
H 0.61 -3.08 -3.16
H 0.91 -1.61 -1.53
H 0.14 -2.44 2.41
H -1.08 -3.67 2.79
H -1.44 -2.33 1.66
H -0.60 -5.68 1.96
```

## Properties
Kohn-Sham gap (spin up / spin down): 7.13 / 4.73 eV
total charge: +4
2S+1: 2
E_LUMO (spin up / spin down): -0.443 / -0.531 hartree
ΔE to the lowest compared entry with this formula, charge and spin: 0.0 kJ/mol



Entry 3:
A structure of composition C13H34CoN4SSeSi, computed with the ωB97M-V functional and the def2-TZVPD basis.

Structure (XYZ):
```
55
Properties=species:S:1:pos:R:3
Co -0.20 -0.12 -0.96
C 1.33 0.13 -3.48
C -0.08 0.03 -3.97
N -1.08 0.32 -2.90
C -2.33 -0.53 -2.90
C -1.95 -2.01 -2.46
S -0.57 -2.29 -1.34
C 0.89 -2.71 -2.40
C 2.05 -1.77 -2.11
N 1.59 -0.35 -2.12
H 1.57 1.22 -3.49
H 2.01 -0.35 -4.21
H -0.29 -0.99 -4.34
H -0.25 0.69 -4.81
H -1.32 1.31 -2.95
H -2.80 -0.55 -3.92
H -3.09 -0.14 -2.19
H -1.71 -2.59 -3.36
H -2.77 -2.46 -1.98
H 0.63 -2.61 -3.45
H 1.14 -3.75 -2.18
H 2.87 -2.00 -2.80
H 2.39 -1.99 -1.12
H 2.21 0.33 -1.67
C 1.34 0.66 3.89
Si 2.38 0.59 2.37
C 4.14 1.18 2.71
C 2.63 -1.29 2.00
Se 1.69 1.61 0.51
H 2.02 0.71 4.73
H 0.85 -0.26 4.07
H 0.70 1.53 4.02
H 4.51 0.75 3.62
H 4.31 2.26 2.89
H 4.81 0.78 1.89
H 3.10 -1.65 2.92
H 3.23 -1.37 1.12
H 1.69 -1.78 1.79
N -2.58 1.81 2.77
C -3.01 2.23 1.42
C -2.04 1.74 0.32
N -1.67 0.32 0.41
C -1.30 -0.03 1.74
C -2.32 0.35 2.79
H -3.30 2.09 3.46
H -1.75 2.34 3.01
H -3.06 3.32 1.43
H -4.02 1.91 1.33
H -1.05 2.33 0.38
H -2.50 1.96 -0.65
H -2.47 -0.26 0.07
H -0.35 0.55 1.90
H -1.08 -1.13 1.78
H -1.87 0.12 3.76
H -3.27 -0.17 2.65
```

## Properties
Kohn-Sham gap (spin up / spin down): 7.39 / 6.97 eV
total charge: +2
2S+1: 4
E_LUMO (spin up / spin down): -0.207 / -0.222 hartree



Entry 4:
An isolated molecule of C17H29NOS, computed with the ωB97M-V functional and the def2-TZVPD basis.

Structure (XYZ):
```
49
Properties=species:S:1:pos:R:3
O -0.92 2.36 -0.89
S 4.53 -1.65 -0.27
C 2.82 0.52 -0.65
C 1.78 -1.67 -0.75
C 1.56 1.10 -0.85
C 0.53 -1.06 -0.96
C 2.92 -0.89 -0.59
C 0.38 0.33 -0.94
N -3.43 0.84 -0.40
C -7.64 1.80 -1.04
C -1.83 0.74 1.38
C 6.14 -2.94 2.23
C 7.29 -0.94 1.24
C 4.76 -1.00 1.43
C -0.99 0.94 -1.10
C -4.20 0.17 -1.43
C -6.40 0.97 -0.66
C -5.38 0.96 -1.83
C -2.06 0.35 -0.08
C 6.09 -1.42 2.08
H -0.85 2.55 0.08
H 3.68 1.19 -0.48
H 1.84 -2.76 -0.64
H 1.50 2.19 -0.89
H -0.36 -1.69 -1.11
H -3.35 1.84 -0.67
H -8.22 1.32 -1.85
H -7.43 2.83 -1.36
H -8.29 1.87 -0.13
H -0.87 0.40 1.74
H -1.85 1.83 1.51
H -2.62 0.34 2.00
H 6.19 -3.39 1.23
H 7.06 -3.19 2.82
H 5.24 -3.37 2.69
H 7.23 0.17 1.06
H 7.32 -1.42 0.28
H 8.26 -1.14 1.78
H 4.61 0.07 1.43
H 3.99 -1.44 2.03
H -1.34 0.78 -2.12
H -3.55 0.09 -2.29
H -4.53 -0.80 -1.05
H -5.98 1.49 0.22
H -6.68 -0.03 -0.33
H -5.09 2.00 -2.11
H -5.92 0.51 -2.68
H -2.01 -0.73 -0.14
H 6.09 -1.00 3.08
```

## Properties
Kohn-Sham gap: 9.12 eV
SMILES: CCCCN[C@H](C)[C@@H](O)c1ccc(SCC(C)C)cc1
E_LUMO: 0.027 hartree
ΔE to the lowest compared entry with this formula, charge and spin: 2.2 kJ/mol